ORCA calculation (wB97M-V/def2-TZVPD) on a 10-piece molecular cluster, C46H120N12O16 overall at a distorted geometry.

```
! wB97M-V def2-TZVPD RIJCOSX def2/J DEFGRID3
* xyz 0 1
C 5.24756 2.63550 3.29577
O 4.12470 2.27781 4.10438
C 2.96282 2.08916 3.34598
C 1.86897 1.52624 4.25055
C 2.22816 0.25571 5.01649
N 0.81344 1.12657 3.24461
H 5.55501 1.89105 2.53860
H 5.97042 3.00681 4.00524
H 4.92140 3.52021 2.72793
H 2.54248 3.04030 2.99795
H 3.12073 1.36944 2.53512
H 1.46892 2.27072 4.91858
H 2.47781 -0.60149 4.38242
H 1.37476 -0.00593 5.69014
H 3.09083 0.36219 5.66210
H 0.62383 1.98951 2.70786
H -0.04437 0.93777 3.76356
C -1.23492 -6.11595 -6.19592
O -0.83017 -5.22802 -5.14121
C -0.56199 -3.83345 -5.58562
C -0.52418 -2.96966 -4.27791
C -1.72227 -2.95341 -3.27562
N -0.01970 -1.63056 -4.44554
H -0.35070 -6.57070 -6.62855
H -1.77698 -5.58537 -6.96935
H -1.84803 -6.91516 -5.81897
H 0.42639 -3.76586 -6.07587
H -1.39764 -3.59959 -6.27109
H 0.29051 -3.47873 -3.75342
H -2.14749 -3.97179 -3.28049
H -2.52090 -2.26543 -3.56804
H -1.40940 -2.76576 -2.26091
H -0.54273 -1.13511 -5.16743
H 0.90219 -1.71685 -4.87383
C -0.83064 1.89717 -11.18766
O -1.10315 2.55610 -9.96141
C -2.51213 2.69829 -9.74332
C -2.75779 3.35547 -8.37979
N -2.30689 2.56141 -7.22124
C -2.61774 3.16192 -5.94295
C -1.77437 2.52894 -4.83614
O -0.42322 2.81358 -5.14935
C 0.51506 2.16583 -4.29977
H -1.43268 2.21345 -12.04581
H -1.09731 0.85137 -11.00517
H 0.21388 2.04102 -11.37698
H -2.99276 1.71436 -9.82232
H -2.97411 3.31045 -10.50958
H -3.83331 3.53105 -8.31949
H -2.29785 4.32092 -8.38262
H -1.29435 2.52236 -7.31054
H -3.66162 2.96663 -5.69397
H -2.53202 4.25758 -5.88354
H -1.88626 1.45588 -4.85669
H -2.02947 2.90992 -3.82044
H 0.47672 1.10004 -4.45917
H 0.27879 2.33536 -3.24698
H 1.48716 2.52081 -4.61624
C 0.67256 4.15826 0.39246
O 0.58971 4.23051 1.82083
C -0.55172 4.89969 2.31402
C -0.56051 4.93987 3.80973
N -1.63731 5.88004 4.28567
C -1.69446 6.00661 5.74017
C -2.78909 7.00915 6.17588
O -4.03331 6.44087 5.95066
C -5.10488 7.29368 6.29309
H 0.58035 5.18278 0.00734
H -0.18907 3.64231 -0.01861
H 1.64354 3.71043 0.13477
H -1.40132 4.31850 1.94885
H -0.62624 5.89520 1.85283
H 0.46783 5.16480 4.14822
H -0.76738 3.92218 4.10860
H -1.32225 6.79637 3.91720
H -0.71723 6.34007 6.10683
H -1.93192 5.03115 6.18934
H -2.72934 7.94420 5.61102
H -2.65489 7.27467 7.23714
H -6.00465 6.73433 6.05805
H -5.13119 8.25503 5.75726
H -5.01700 7.44283 7.38626
C 7.44542 -2.43790 -2.06202
O 6.08374 -2.14144 -1.79055
C 5.50175 -1.28340 -2.73834
C 4.08708 -1.18400 -2.24347
N 3.94877 -0.68986 -0.88277
C 4.61450 0.57114 -0.59709
C 3.78971 1.58336 -1.36173
O 4.20477 2.89171 -1.05069
C 5.51216 3.24802 -1.44164
H 7.45399 -2.63940 -3.14044
H 7.71447 -3.30066 -1.48774
H 8.09578 -1.56146 -1.91564
H 5.43631 -1.71254 -3.73637
H 6.05432 -0.36907 -2.89804
H 3.70035 -2.19787 -2.27361
H 3.47251 -0.67259 -2.97463
H 4.29447 -1.49748 -0.38532
H 5.65107 0.73289 -0.85408
H 4.50740 0.76211 0.46913
H 2.73175 1.51071 -1.08205
H 3.83453 1.50260 -2.43525
H 5.68878 3.03811 -2.48983
H 6.30587 2.68759 -0.92436
H 5.60345 4.29743 -1.16707
C -5.85604 -2.27808 -0.99070
O -5.01305 -1.50663 -0.09089
C -5.21275 -1.87067 1.27510
C -4.21848 -1.17371 2.15043
N -4.39987 0.29607 2.12528
C -3.22879 1.08320 2.57378
C -3.16497 1.10941 4.09355
O -1.86367 1.55326 4.57556
C -1.86856 1.88183 5.94031
H -6.01928 -3.29622 -0.71150
H -5.46798 -2.09899 -1.97689
H -6.89684 -1.88997 -1.03086
H -5.08086 -2.94824 1.33203
H -6.25217 -1.70379 1.61732
H -3.17981 -1.45178 1.87889
H -4.30883 -1.60565 3.14620
H -4.58239 0.65920 1.19887
H -3.39832 2.09241 2.20203
H -2.35088 0.67880 2.09643
H -3.33738 0.07132 4.41213
H -3.94480 1.76819 4.51642
H -2.10891 0.95298 6.51657
H -2.62244 2.64272 6.16964
H -0.82998 2.12851 6.17656
C -3.35678 -2.34759 6.60186
O -2.70887 -2.13260 5.38733
C -1.28574 -2.12975 5.44426
C -0.64030 -1.88578 4.09260
N -1.08834 -2.96907 3.11723
C -0.71076 -2.67974 1.73375
C -1.14539 -3.74576 0.78724
O -2.54704 -3.91024 0.84433
C -2.93291 -5.02444 0.09935
H -3.93586 -3.28759 6.58918
H -3.98770 -1.45880 6.67431
H -2.68411 -2.38331 7.46580
H -0.91564 -3.13048 5.76337
H -0.91130 -1.31950 6.11417
H 0.42862 -1.97582 4.27853
H -0.93581 -0.88725 3.79330
H -2.09681 -3.12752 3.10792
H 0.39739 -2.64246 1.76092
H -1.09096 -1.69950 1.48289
H -0.68442 -4.70763 1.04124
H -0.77629 -3.57208 -0.22457
H -2.75217 -4.73590 -0.92652
H -3.99649 -5.22036 0.20721
H -2.34886 -5.93677 0.33330
C 2.82844 -3.60563 5.24555
O 3.66515 -3.11302 4.20775
C 3.72024 -3.92751 3.02886
C 4.33668 -3.14572 1.93299
N 4.39480 -3.87113 0.64584
C 3.21442 -4.09396 -0.06119
C 3.55801 -4.79070 -1.43825
O 2.42883 -4.74674 -2.29144
C 2.62795 -5.65579 -3.40928
H 2.44270 -2.71858 5.78414
H 3.31088 -4.44015 5.83295
H 1.93647 -3.98577 4.65102
H 2.69455 -4.10681 2.64776
H 4.18427 -4.88478 3.19039
H 5.39369 -2.90699 2.10989
H 3.69342 -2.25057 1.79878
H 5.11701 -3.54840 0.00351
H 2.60418 -3.21015 -0.32640
H 2.54465 -4.76749 0.47807
H 3.86005 -5.82760 -1.30920
H 4.39706 -4.29760 -1.93458
H 2.88062 -6.69062 -3.09824
H 3.47715 -5.42739 -4.06910
H 1.70667 -5.65944 -3.98743
N -2.98385 2.97043 -0.85609
C -4.00941 2.22146 -1.17356
N -3.90290 0.89763 -1.47349
O -5.07974 2.76635 -1.29421
H -2.07590 2.54281 -0.83529
H -3.02494 3.88023 -1.28941
H -3.11516 0.43787 -1.01851
H -4.76464 0.44790 -1.14935
N 1.16682 -0.02042 0.44346
C 0.30141 0.10227 -0.53531
N 0.59031 -0.37236 -1.70271
O -0.71002 0.79520 -0.40494
H 0.82682 0.23475 1.37447
H 1.98965 -0.58193 0.33495
H 1.36277 -1.01287 -1.77407
H -0.19209 -0.45267 -2.33384
*
```

Kohn-Sham gap (Eh): 0.3166
Energy relative to the best compared isomer or geometry (same formula, charge and spin) (kJ/mol): 0.0
DFT total energy (eV): -100281.1737
M (Da): 1097.53
Highest occupied orbital energy (eV): -8.296
SMILES: COC[C@H](C)N.COC[C@H](C)N.COCCNCCOC.COCCNCCOC.COCCNCCOC.COCCNCCOC.COCCNCCOC.COCCNCCOC.NC(N)=O.NC(N)=O